{
  "formula": "C29H34O10PS2",
  "method": "ωB97M-V with the def2-TZVPD basis set",
  "e_tot_ev": -82057.97799,
  "homo_ev": -3.82,
  "gap_ev": 5.15,
  "total_charge": -1,
  "e_lumo_ev": 1.33,
  "elements": ["C", "C", "O", "P", "C", "C", "O", "O", "C", "C", "O", "O", "C", "C", "H", "H", "H", "H", "H", "H", "H", "H", "H", "H", "H", "H", "H", "H", "H", "H", "C", "O", "C", "C", "C", "C", "C", "C", "S", "C", "C", "C", "C", "C", "C", "O", "O", "S", "C", "C", "C", "C", "C", "C", "O", "O", "C", "C", "H", "H", "H", "H", "H", "H", "H", "H", "H", "H", "H", "H", "H", "H", "H", "H", "H", "H"],
  "xyz": [[-1.568, -6.293, 1.734], [-0.898, -5.061, 2.282], [-1.778, -3.873, 2.234], [-1.441, -2.575, 1.334], [-1.038, -1.143, 2.257], [-0.393, -1.241, 3.532], [-0.619, -0.537, 4.518], [0.563, -2.244, 3.521], [1.682, -1.997, 4.393], [2.455, -0.727, 4.106], [-0.388, -2.922, 0.321], [-2.860, -2.238, 0.639], [-3.595, -0.985, 0.609], [-4.805, -1.166, -0.274], [-0.838, -7.102, 1.700], [-2.379, -6.636, 2.380], [-1.941, -6.153, 0.716], [-0.645, -5.147, 3.339], [0.015, -4.837, 1.717], [-1.615, -0.238, 2.124], [1.304, -1.999, 5.430], [2.345, -2.857, 4.248], [3.497, -0.888, 4.418], [2.457, -0.455, 3.042], [2.025, 0.100, 4.683], [-3.899, -0.739, 1.638], [-2.960, -0.166, 0.233], [-5.419, -0.265, -0.250], [-4.520, -1.335, -1.313], [-5.398, -2.010, 0.078], [-4.521, 0.924, -4.482], [-4.177, -0.249, -3.720], [-2.865, -0.375, -3.383], [-2.514, -1.524, -2.637], [-1.402, -1.449, -1.847], [-0.738, -0.214, -1.619], [-0.027, 0.042, -0.388], [0.743, 1.165, -0.171], [2.492, 0.934, 0.065], [3.297, 0.647, -1.529], [3.774, -0.639, -1.810], [4.564, -0.851, -2.943], [4.840, 0.206, -3.821], [4.330, 1.479, -3.547], [3.571, 1.705, -2.398], [3.036, 2.177, 0.567], [2.623, -0.302, 0.814], [0.191, 2.825, -0.542], [0.919, 4.071, 0.535], [1.414, 5.251, -0.018], [2.013, 6.195, 0.821], [2.047, 5.990, 2.207], [1.515, 4.809, 2.745], [0.947, 3.849, 1.907], [0.818, 3.120, -1.831], [-1.246, 2.863, -0.410], [-0.853, 0.726, -2.671], [-1.933, 0.687, -3.530], [-5.588, 0.806, -4.688], [-4.322, 1.842, -3.907], [-3.938, 0.967, -5.418], [-3.162, -2.392, -2.631], [-1.032, -2.329, -1.329], [0.032, -0.740, 0.361], [3.527, -1.459, -1.133], [4.964, -1.850, -3.128], [5.454, 0.036, -4.716], [4.525, 2.310, -4.224], [3.164, 2.695, -2.191], [1.373, 5.408, -1.095], [2.445, 7.098, 0.389], [2.468, 6.757, 2.872], [1.540, 4.631, 3.820], [0.542, 2.916, 2.294], [-0.060, 1.457, -2.817], [-2.141, 1.516, -4.213]]
}

{
  "formula": "C19H23N3O3",
  "method": "ωB97M-V with the def2-TZVPD basis set",
  "e_tot_ev": -30672.65389,
  "homo_ev": -8.50,
  "gap_ev": 8.91,
  "relative_energy_kj_mol": 1841.4,
  "e_lumo_ev": 0.41,
  "elements": ["C", "C", "H", "H", "O", "C", "O", "C", "C", "C", "C", "N", "C", "O", "C", "C", "N", "N", "C", "H", "H", "H", "C", "H", "H", "H", "H", "H", "H", "H", "H", "C", "C", "C", "C", "C", "C", "C", "H", "H", "H", "H", "H", "H", "H", "H", "H", "H"],
  "xyz": [[-4.667, -0.708, 0.468], [-4.092, 0.683, 0.017], [-4.115, 1.426, 0.880], [-4.808, 1.089, -0.797], [-2.891, 0.527, -0.661], [-1.967, 0.630, 0.423], [-2.163, 0.532, 1.729], [-0.582, 0.919, -0.444], [-0.649, 2.294, -1.123], [-0.379, 3.328, -0.002], [0.948, 3.502, 0.581], [1.420, 2.043, 0.399], [2.815, 1.581, -0.050], [3.497, 2.773, -0.318], [3.355, 0.386, 0.034], [4.108, -0.231, -0.653], [4.634, -1.523, -0.189], [4.101, -1.595, 1.074], [3.497, -0.384, 1.193], [2.891, -0.342, 2.331], [5.161, -2.053, -0.746], [4.340, 0.215, -1.606], [0.551, 1.025, 0.808], [0.983, -0.011, 0.954], [0.092, 1.258, 1.488], [1.772, 3.944, -0.037], [1.045, 3.468, 1.599], [-0.550, 4.514, -0.475], [-1.227, 3.206, 0.920], [0.255, 2.285, -1.680], [-1.525, 2.491, -1.618], [-0.375, -0.236, -1.502], [-0.169, -1.543, -0.758], [1.029, -2.307, -0.705], [1.171, -3.487, -0.087], [0.142, -3.888, 0.443], [-1.129, -3.513, 0.117], [-1.305, -2.257, -0.033], [-2.304, -1.800, -0.381], [-2.141, -3.916, 0.754], [0.296, -5.133, 1.034], [2.049, -3.787, 0.228], [1.816, -1.711, -1.056], [-1.239, -0.332, -2.039], [0.457, 0.096, -2.007], [-5.587, -0.722, 0.728], [-4.599, -1.470, -0.444], [-3.961, -1.267, 1.210]]
}

{
  "formula": "C5H8N2O",
  "method": "ωB97M-V with the def2-TZVPD basis set",
  "e_tot_ev": -10339.41011,
  "homo_ev": -9.90,
  "gap_ev": 10.38,
  "relative_energy_kj_mol": 319.9,
  "e_lumo_ev": 0.48,
  "elements": ["C", "C", "O", "C", "C", "N", "C", "N", "H", "H", "H", "H", "H", "H", "H", "H"],
  "xyz": [[0.419, 1.811, 0.341], [0.442, 0.489, -0.469], [1.672, -0.298, -0.129], [-0.635, -0.551, -0.049], [-1.988, -0.010, -0.087], [-2.864, 0.812, -0.071], [-0.529, -1.964, -0.309], [-0.316, -1.435, 0.967], [1.454, 2.384, 0.313], [0.095, 1.692, 1.479], [-0.465, 2.479, 0.023], [0.493, 0.761, -1.633], [2.512, 0.142, -0.296], [0.368, -2.387, -0.857], [-1.422, -2.581, -0.371], [0.763, -1.345, 1.146]]
}

{
  "formula": "C6H12O",
  "method": "ωB97M-V with the def2-TZVPD basis set",
  "e_tot_ev": -8461.94678,
  "homo_ev": -10.19,
  "gap_ev": 11.27,
  "relative_energy_kj_mol": 232.3,
  "e_lumo_ev": 1.08,
  "elements": ["C", "C", "C", "C", "O", "H", "H", "H", "H", "H", "H", "H", "H", "C", "C", "H", "H", "H", "H"],
  "xyz": [[-2.751, -0.903, 0.336], [-1.373, -0.532, -0.208], [-0.690, 0.489, 0.668], [0.032, 1.635, 0.122], [-1.269, 1.793, 0.664], [-3.253, -1.632, -0.309], [-2.676, -1.336, 1.340], [-3.378, -0.008, 0.401], [-0.734, -1.422, -0.278], [-1.468, -0.121, -1.221], [-0.407, 0.139, 1.665], [0.841, 2.093, 0.688], [0.105, 1.751, -0.959], [2.236, -0.602, -0.467], [3.439, -0.046, -0.503], [1.607, -0.663, -1.351], [1.821, -1.016, 0.448], [4.064, 0.012, 0.383], [3.853, 0.370, -1.418]]
}

{
  "formula": "C2H4N4O",
  "method": "ωB97M-V with the def2-TZVPD basis set",
  "e_tot_ev": -10146.98871,
  "homo_ev": -8.54,
  "gap_ev": 9.29,
  "relative_energy_kj_mol": 14.1,
  "e_lumo_ev": 0.75,
  "elements": ["N", "C", "N", "N", "C", "O", "N", "H", "H", "H", "H"],
  "xyz": [[-1.438, -0.716, 1.531], [-0.634, -0.152, 0.559], [-0.973, 0.939, -0.095], [0.133, 1.136, -0.885], [1.021, 0.167, -0.655], [2.184, 0.121, -1.309], [0.591, -0.679, 0.251], [-2.395, -0.398, 1.472], [-1.364, -1.723, 1.571], [0.200, 1.934, -1.495], [2.675, -0.630, -0.946]]
}

{
  "formula": "C2H4N4",
  "method": "ωB97M-V with the def2-TZVPD basis set",
  "e_tot_ev": -8097.82913,
  "homo_ev": -8.82,
  "gap_ev": 9.52,
  "relative_energy_kj_mol": 143.3,
  "e_lumo_ev": 0.69,
  "elements": ["N", "C", "C", "N", "N", "N", "H", "H", "H", "H"],
  "xyz": [[0.342, 0.900, -1.325], [0.057, 0.079, -0.231], [-0.709, -1.057, -0.080], [-0.934, -1.248, 1.255], [-0.276, -0.392, 1.940], [0.355, 0.437, 1.076], [0.680, 1.801, -1.017], [-0.441, 1.047, -1.959], [-1.021, -1.836, -0.764], [1.192, 0.835, 1.496]]
}